[1]
{"formula": "C22H24CoF6NOPSSb", "method": "ωB97M-V/def2-TZVPD", "symbols": ["Co", "N", "C", "C", "C", "C", "C", "C", "P", "C", "C", "C", "C", "C", "C", "C", "C", "C", "C", "C", "C", "H", "H", "H", "H", "H", "H", "H", "H", "H", "H", "H", "H", "H", "H", "H", "H", "F", "Sb", "F", "F", "F", "F", "F", "O", "S", "C", "C", "C", "C", "H", "H", "H", "H", "H", "H", "H", "H"], "xyz": [[-1.53997, -0.06398, 2.39792], [-0.12740, 2.87401, -1.96034], [0.94893, 2.19681, -2.30749], [2.15875, 2.90571, -2.63039], [3.14939, 2.26971, -3.34837], [3.02278, 0.89149, -3.65763], [1.91857, 0.15417, -3.18760], [0.90758, 0.75277, -2.49617], [-0.61522, -0.06753, -2.21075], [-1.18186, -0.76165, -3.66747], [-2.28089, -1.67420, -3.66270], [-2.90598, -1.95909, -4.85672], [-2.38769, -1.41172, -6.03143], [-1.31269, -0.49951, -6.08757], [-0.76417, -0.13448, -4.90437], [-0.72141, -1.08362, -0.70463], [0.40300, -1.77266, -0.22185], [0.27970, -2.65915, 0.84253], [-0.94239, -2.85989, 1.45943], [-2.02336, -2.06545, 1.05413], [-1.93652, -1.19561, -0.00258], [-0.93399, 2.41828, -1.56309], [0.00227, 3.86238, -1.84522], [2.17179, 3.95557, -2.39541], [4.00199, 2.81417, -3.67673], [3.79590, 0.38303, -4.22536], [1.86458, -0.90270, -3.41013], [-2.62130, -2.15628, -2.72964], [-3.75616, -2.62871, -4.94614], [-2.84747, -1.77811, -6.93150], [-0.97925, -0.15310, -7.04999], [0.00209, 0.59961, -4.88958], [1.34442, -1.71700, -0.73364], [1.22331, -3.10439, 1.19195], [-1.06858, -3.65023, 2.21363], [-3.02292, -2.25263, 1.43379], [-2.84655, -0.63148, -0.33693], [-1.80573, 1.53065, 0.78416], [-2.55177, 2.86460, 2.09597], [-3.21530, 1.08415, 2.79578], [-1.02628, 1.98937, 3.06624], [-3.17338, 3.79579, 3.54979], [-1.45099, 4.13747, 1.28139], [-3.89900, 3.07651, 0.88414], [-0.14172, -0.89331, 3.51714], [0.27689, -0.13388, 4.86461], [1.11709, -1.44298, 5.84900], [2.58700, -1.36911, 5.45541], [2.95484, 0.12992, 5.28316], [1.84360, 0.70387, 4.44166], [0.64483, -2.40854, 5.59322], [0.89338, -1.16626, 6.89262], [2.69778, -1.87383, 4.48468], [3.20397, -1.90395, 6.18512], [3.97461, 0.17628, 4.87891], [3.01561, 0.55352, 6.26296], [1.95931, 0.48365, 3.40198], [1.71599, 1.77157, 4.51009]], "forces_ev_per_angstrom": [[0.45, 0.61, 0.25], [1.04, -0.15, 0.39], [0.36, -0.70, -0.29], [-0.26, -0.53, -0.63], [-0.86, -0.59, 0.45], [0.40, 0.66, 0.27], [0.29, -0.20, 0.07], [0.34, 1.03, -0.08], [-1.05, -0.64, 1.27], [-0.62, 0.06, -1.14], [-0.10, -0.17, 0.36], [0.41, 0.10, 0.16], [-0.04, -0.25, -0.37], [-1.05, -0.97, 0.06], [-0.19, -0.51, 0.88], [0.39, 0.09, -0.02], [-0.93, -0.09, -0.37], [1.06, 0.22, 0.35], [0.22, -0.35, 0.17], [-0.88, -0.84, 0.74], [-0.42, 1.26, -1.58], [-0.44, 0.09, 0.00], [-0.49, 0.57, 0.17], [0.32, 0.29, -0.02], [0.58, 0.32, -0.18], [-0.08, 0.12, 0.01], [0.02, -0.07, -0.06], [0.26, 0.39, -0.54], [0.18, 0.04, 0.28], [-0.03, 0.23, -0.46], [0.14, 0.28, -0.03], [0.54, 0.47, 0.03], [0.36, 0.19, -0.08], [-0.79, -0.24, -0.12], [0.06, 0.62, -0.25], [0.05, -0.06, 0.30], [0.98, -0.59, 0.36], [0.12, -0.16, 0.23], [1.47, -1.43, 0.48], [-0.11, 0.22, -0.42], [-0.27, 0.48, -0.33], [0.09, -0.09, -0.14], [-0.12, -0.29, 0.35], [-0.68, 0.05, -0.18], [-0.49, 0.93, 0.11], [0.19, -0.65, -0.16], [-0.36, 0.11, -0.21], [0.04, 0.07, -0.29], [0.35, -1.89, 0.36], [-0.02, 0.32, 0.09], [0.01, 0.55, 0.23], [0.20, -0.19, -0.31], [0.09, 0.02, 0.24], [-0.05, 0.23, -0.13], [-0.48, 0.38, -0.33], [-0.15, 0.62, 0.59], [0.14, -0.35, -0.79], [-0.21, 0.37, 0.27]], "charge": 3, "homo_energy_ev": [-17.4, -18.1], "multiplicity": 6, "relative_energy_kcal_mol": 0.0, "s2": 8.811, "gap_ha": [0.312, 0.223], "lumo_ev": [-8.90, -12.03], "total_energy_ev": -107309.194}

---

[2]
{"formula": "C2H3ClF2S", "method": "ωB97M-V/def2-TZVPD", "symbols": ["C", "C", "F", "F", "S", "Cl", "H", "H", "H"], "xyz": [[-1.07219, 0.75666, -1.18287], [1.18646, 0.09925, 1.24553], [-1.39310, 1.00190, -2.44394], [-1.11263, -0.57102, -1.02977], [0.28179, -1.29339, 1.29254], [2.85764, -0.08107, 1.60294], [-1.87935, 1.18059, -0.39747], [-0.06739, 1.02111, -0.74520], [1.19877, -2.11402, 1.65824]], "forces_ev_per_angstrom": [[-0.96, 1.02, 4.05], [-0.01, 0.46, -0.20], [0.34, 0.82, -0.57], [-0.36, -1.72, -0.18], [-0.79, 1.13, -0.16], [-0.31, -0.11, 0.01], [1.43, -0.51, -2.11], [-0.64, 0.58, -1.50], [1.31, -1.68, 0.65]], "homo_energy_ev": -9.4, "relative_energy_kcal_mol": 75.6, "gap_ha": 0.324, "lumo_ev": -0.56, "total_energy_ev": -30911.953}

---

[3]
{"formula": "CClNS3", "method": "ωB97M-V/def2-TZVPD", "symbols": ["C", "N", "S", "S", "S", "Cl"], "xyz": [[-0.07866, 2.01204, 0.26297], [0.64276, 1.26341, 0.75461], [0.20003, -2.11577, -1.83681], [0.76196, -2.42538, 1.36353], [-0.25036, -1.53927, -0.05203], [-1.27572, 2.80498, -0.49226]], "forces_ev_per_angstrom": [[-0.16, -0.70, 0.02], [0.32, 0.38, 0.12], [-0.29, 0.39, 0.78], [-0.88, 0.75, -1.04], [1.15, -1.26, 0.27], [-0.14, 0.45, -0.14]], "homo_energy_ev": [-9.4, -9.4], "relative_energy_kcal_mol": 17.5, "gap_ha": [0.262, 0.262], "lumo_ev": [-2.31, -2.31], "total_energy_ev": -47553.444}

---

[4]
{"formula": "C12H43N3O15S2", "method": "ωB97M-V/def2-TZVPD", "symbols": ["O", "H", "H", "H", "O", "H", "H", "H", "O", "H", "H", "H", "O", "H", "S", "O", "O", "O", "O", "S", "O", "O", "O", "O", "C", "C", "C", "O", "C", "N", "H", "H", "H", "H", "H", "H", "H", "H", "H", "H", "H", "C", "C", "C", "O", "C", "N", "H", "H", "H", "H", "H", "H", "H", "H", "H", "H", "H", "C", "C", "C", "O", "C", "N", "H", "H", "H", "H", "H", "H", "H", "H", "H", "H", "H"], "xyz": [[4.12418, -1.83577, 0.89665], [3.26584, -1.53431, 1.20320], [4.02345, -2.72913, 0.55996], [4.54544, -1.17461, 0.34257], [1.35334, -4.26790, 0.92114], [0.68851, -4.39195, 0.23981], [2.21919, -4.43644, 0.54231], [1.31078, -3.40852, 1.34686], [0.77856, -0.24870, -0.29388], [1.12775, -0.59792, 0.52936], [0.22499, -0.90198, -0.72790], [1.54735, 0.04111, -0.79045], [1.68294, -1.66408, 1.60794], [1.64999, -1.70962, 2.58332], [-0.44078, -3.35973, -1.90308], [0.64014, -3.17041, -2.85337], [-1.61855, -3.64884, -2.67196], [-0.21704, -4.52828, -1.06668], [-0.51215, -2.19809, -1.07169], [3.77758, -0.04228, -2.51559], [3.14921, -0.58229, -1.33511], [4.11431, -1.16804, -3.34440], [2.79991, 0.79980, -3.19354], [4.94487, 0.71472, -2.12652], [3.02602, 3.65375, 0.33360], [2.20538, 3.68483, -1.00299], [3.30463, 4.05777, -2.08918], [3.51650, 5.49629, -2.18629], [4.26624, 5.93135, -3.39560], [1.78035, 2.29244, -1.34536], [3.36157, 4.66161, 0.57800], [3.84396, 2.95334, 0.16481], [2.44878, 3.28983, 1.18357], [1.33627, 4.33192, -1.12147], [3.00627, 3.67058, -3.06342], [4.27040, 3.58186, -1.91921], [3.51820, 5.86145, -4.18531], [5.09355, 5.23634, -3.53914], [4.73089, 6.91702, -3.37009], [2.61197, 1.71952, -1.32857], [1.73750, 2.20983, -2.35106], [-4.92338, 1.07111, 1.50656], [-4.53538, 1.16506, 0.08071], [-3.25919, 2.00412, -0.05673], [-2.73527, 1.89010, -1.32349], [-1.44161, 2.42512, -1.52489], [-4.23493, -0.17961, -0.32086], [-5.70842, 0.33127, 1.66302], [-5.30420, 2.04972, 1.79882], [-4.09985, 0.92232, 2.20495], [-5.30477, 1.61161, -0.54915], [-2.42233, 1.79716, 0.61030], [-3.50245, 3.04320, 0.16518], [-1.31254, 2.72511, -2.56482], [-0.79028, 1.57013, -1.34367], [-1.06713, 3.27737, -0.95786], [-3.48709, -0.48845, 0.28367], [-3.78244, -0.10744, -1.22094], [-3.00083, -3.33607, 1.07305], [-2.33123, -2.35488, 2.00592], [-1.53322, -3.09979, 3.03034], [-2.41615, -3.96662, 3.67343], [-3.38155, -3.33853, 4.53545], [-1.57752, -1.38433, 1.24353], [-2.21863, -3.92515, 0.59425], [-3.52420, -2.80021, 0.28119], [-3.67564, -3.99511, 1.61932], [-3.06306, -1.75597, 2.54798], [-1.08770, -2.32594, 3.65544], [-0.67661, -3.67161, 2.67346], [-2.85907, -2.74380, 5.28474], [-3.85298, -4.13397, 5.11261], [-4.08250, -2.71836, 3.97675], [-0.66539, -1.28571, 1.66590], [-1.38074, -1.77833, 0.33460]], "forces_ev_per_angstrom": [[2.67, -1.09, 1.18], [-3.85, 0.71, 0.92], [0.21, 0.27, -1.00], [-0.04, 0.55, -2.00], [2.28, -1.89, 2.38], [-3.40, -0.29, -4.08], [0.05, 0.10, -0.36], [0.16, 2.87, 0.39], [-0.61, 2.80, 1.02], [0.33, -1.07, 1.42], [-1.01, -2.28, -1.54], [1.50, 0.02, -1.55], [0.96, -1.10, 1.13], [-0.08, 0.43, -0.65], [1.16, -1.27, -6.27], [1.38, -0.05, 0.30], [-2.64, 0.29, 0.00], [1.54, -2.76, 4.14], [-0.90, 3.36, 2.89], [0.39, -0.48, -3.74], [-1.90, -1.10, 5.18], [1.13, -1.37, -1.16], [-0.70, 1.11, -0.84], [1.99, 1.59, 1.11], [-1.54, 0.31, -0.48], [2.56, -1.52, -1.11], [-0.48, 0.99, -0.52], [0.86, 1.13, -0.47], [-1.18, -1.87, 1.33], [0.09, 1.40, 0.86], [0.34, -0.05, -0.06], [0.14, 0.20, 0.05], [-0.23, -0.07, -0.01], [0.21, 0.33, 0.53], [-0.36, 0.06, -0.19], [-0.03, -0.27, 0.46], [0.43, 0.09, -0.49], [-0.06, -0.23, -0.33], [-0.58, 0.21, 0.72], [0.47, -0.19, 0.75], [-0.74, 0.13, -0.53], [-1.02, 1.42, 1.23], [2.01, -0.48, 0.05], [0.20, 1.16, 0.55], [-0.84, 0.87, -1.57], [0.84, -1.34, -0.51], [-0.38, -0.64, -0.99], [0.10, -0.04, 0.01], [-0.39, 0.16, 0.31], [0.25, -0.51, -0.31], [-0.17, -0.08, 0.00], [-0.34, -0.81, 0.84], [-0.23, 0.66, 0.00], [-0.31, -0.22, -0.14], [0.58, 0.45, 0.00], [-0.71, 0.07, 0.70], [0.32, -0.32, 0.26], [0.08, -0.38, -0.41], [-0.13, 0.09, -0.20], [-0.19, 0.35, -0.93], [-0.12, 0.83, -0.07], [-0.47, -0.66, 1.79], [1.14, -0.53, -0.21], [0.16, 0.32, 0.59], [-0.04, -0.20, -0.15], [-0.15, -0.12, 0.02], [-0.08, 0.00, -0.18], [-0.43, -0.23, 0.29], [0.04, 0.05, 0.91], [-0.29, -0.30, -0.48], [0.10, 0.46, -0.01], [-0.30, -0.06, -0.39], [-0.16, -0.17, 0.16], [0.26, 0.33, 0.07], [0.14, -0.13, -0.60]], "charge": -2, "homo_energy_ev": -1.7, "relative_energy_kcal_mol": 0.0, "gap_ha": 0.179, "lumo_ev": 3.16, "total_energy_ev": -69990.194}